1.
Formula: C36H37Cl5Ge2N2O4Ti
Source: the OMol25 dataset
Level of theory: wB97M-V/def2-TZVPD

Last column: Mulliken charge in e.
Atoms and positions in Å:
Ti1 -0.146 -2.223 -1.278  0.021
C1 0.458 -1.981 -3.480  0.664
C2 1.402 -1.316 -2.668  1.038
C3 2.123 -2.329 -1.920  0.670
C4 1.486 -3.543 -2.215  0.704
C5 0.497 -3.328 -3.215  0.526
C6 -0.375 -4.342 -3.830  -1.661
C7 1.723 -4.854 -1.547  -1.804
C8 3.307 -2.255 -0.967  -1.460
C9 1.779 0.113 -2.843  -1.324
C10 -0.330 -1.220 -4.513  -1.298
H1 -1.399 -4.225 -3.539  0.302
H2 -0.123 -5.351 -3.442  0.314
H3 -0.403 -4.348 -4.953  0.340
H4 0.762 -5.278 -1.202  0.294
H5 2.418 -4.766 -0.660  0.337
H6 2.222 -5.609 -2.205  0.310
H7 3.640 -3.314 -0.918  0.415
H8 3.010 -1.830 0.001  0.046
H9 4.203 -1.735 -1.366  0.401
H10 0.958 0.752 -2.447  0.028
H11 1.909 0.337 -3.886  0.336
H12 2.717 0.361 -2.227  0.245
H13 -0.852 -0.355 -4.047  0.079
H14 -1.116 -1.895 -4.939  0.407
H15 0.319 -0.863 -5.342  0.290
O1 -4.417 -1.446 1.917  -0.488
C11 -3.504 -0.765 2.620  0.145
O2 -3.736 -0.416 3.758  -0.615
C12 -2.127 -0.626 1.975  1.562
C13 -1.012 -0.934 2.719  -1.174
N1 0.074 -0.945 1.834  -0.191
N2 -0.357 -0.769 0.587  -0.297
C14 -1.645 -0.570 0.655  0.418
C15 -2.408 -0.422 -0.650  0.170
O3 -3.577 0.024 -0.500  -0.806
O4 -1.845 -0.884 -1.674  -0.516
H16 -4.175 -1.543 0.973  0.369
H17 -0.851 -1.053 3.811  0.579
H18 1.012 -1.205 2.105  0.318
C16 2.262 2.292 0.989  -0.825
Ge1 2.349 4.320 1.043  0.279
C17 3.392 4.741 2.690  -1.202
C18 3.257 4.969 -0.549  -1.126
Ge2 -0.036 5.196 1.374  0.442
C19 -0.749 4.702 -0.386  -0.560
C20 -0.738 5.512 -1.529  -0.392
C21 -0.946 4.978 -2.780  -0.610
C22 -1.204 3.648 -2.945  -0.588
C23 -1.300 2.809 -1.843  -0.883
C24 -1.068 3.348 -0.600  0.799
C25 -0.834 3.860 2.525  0.248
C26 -2.167 3.512 2.428  -0.264
C27 -2.677 2.586 3.295  -0.686
C28 -1.867 1.866 4.173  -0.574
C29 -0.531 2.137 4.226  -0.543
C30 -0.022 3.164 3.458  -0.359
H19 3.284 1.944 1.012  0.569
H20 1.877 1.937 0.044  0.014
H21 1.661 1.838 1.815  0.209
H22 4.036 3.914 2.993  0.409
H23 2.692 5.006 3.579  0.274
H24 4.083 5.569 2.552  0.440
H25 4.274 4.536 -0.622  0.364
H26 3.299 6.058 -0.392  0.342
H27 2.742 4.715 -1.479  0.323
H28 -0.588 6.578 -1.440  0.359
H29 -0.890 5.646 -3.645  0.347
H30 -1.211 3.193 -3.942  0.336
H31 -1.624 1.818 -1.970  0.560
H32 -1.176 2.687 0.239  0.229
H33 -2.827 4.056 1.770  0.370
H34 -3.674 2.295 3.343  0.538
H35 -2.311 1.040 4.708  0.534
H36 0.149 1.653 4.893  0.461
H37 1.025 3.465 3.484  0.126
Cl1 -2.708 -4.268 -1.349  -0.175
C31 -1.857 -4.590 0.155  0.353
C32 -0.550 -4.115 0.320  -1.396
C33 0.127 -4.357 1.507  0.819
Cl2 1.721 -3.567 1.823  -0.260
C34 -0.359 -5.133 2.505  -0.109
Cl3 0.670 -5.603 3.792  -0.218
C35 -1.679 -5.581 2.318  0.555
Cl4 -2.326 -6.654 3.437  -0.239
C36 -2.436 -5.249 1.205  0.250
Cl5 -4.163 -5.518 1.298  -0.232

Properties
multiplicity = 4
lowest unoccupied orbital energy (spin up / spin down) = 2.2 / 0.5 eV
total charge = -1
HOMO-LUMO gap (spin up / spin down) = 5.800 / 5.868 eV
⟨S²⟩ = 3.76

2.
Formula: C5F6NO4PtS7
Source: the OMol25 dataset
Level of theory: wB97M-V/def2-TZVPD

Last column: Mulliken charge in e.
Atoms and positions in Å:
Pt1 -0.003 0.640 0.113  0.915
F1 3.788 -1.886 -1.472  -0.171
C1 2.667 -2.553 -1.658  0.568
F2 2.481 -2.799 -2.936  -0.175
F3 2.671 -3.671 -0.964  -0.181
S1 1.301 -1.469 -1.049  1.018
O1 1.443 -1.311 0.403  -0.632
O2 1.416 -0.173 -1.721  -0.620
N1 -0.002 -2.262 -1.448  -0.317
S2 -1.305 -1.470 -1.048  1.020
O3 -1.447 -1.312 0.404  -0.632
O4 -1.422 -0.173 -1.720  -0.620
C2 -2.671 -2.554 -1.657  0.568
F4 -3.793 -1.887 -1.470  -0.171
F5 -2.675 -3.672 -0.963  -0.181
F6 -2.485 -2.800 -2.935  -0.175
S3 0.012 6.187 4.523  -0.044
C3 0.008 4.945 3.533  0.177
S4 0.008 5.121 1.783  0.048
C4 0.003 3.445 1.416  0.294
C5 0.002 2.547 2.544  0.355
S5 -0.003 0.922 2.354  -0.050
S6 0.004 3.277 4.094  0.052
S7 0.001 2.906 -0.127  -0.048

Properties
lowest unoccupied orbital energy = -7.2 eV
total charge = +1
HOMO-LUMO gap = 5.933 eV

3.
Formula: C5H8NOS
Source: the OMol25 dataset
Level of theory: wB97M-V/def2-TZVPD

Last column: Mulliken charge in e.
Atoms and positions in Å:
C1 -1.842 -0.500 -0.620  -0.375
C2 -2.384 -0.797 -1.841  -0.259
C3 -0.745 1.041 -1.901  0.009
C4 2.098 -0.335 0.677  -0.788
C5 -0.247 0.837 0.476  -0.266
N1 -0.894 0.499 -0.677  0.260
O1 -0.824 0.277 1.547  -0.437
S1 -1.736 0.302 -3.097  -0.009
H1 -2.128 -0.979 0.283  0.418
H2 -3.103 -1.583 -2.034  0.409
H3 0.095 1.795 -1.923  0.369
H4 1.960 -1.444 0.695  0.325
H5 2.273 0.347 1.519  0.345
H6 2.387 0.145 -0.298  0.272
H7 0.061 1.976 0.561  0.361
H8 -0.638 0.798 2.333  0.367

Properties
lowest unoccupied orbital energy (spin up / spin down) = -4.6 / -4.9 eV
total charge = +1
HOMO-LUMO gap (spin up / spin down) = 7.540 / 7.479 eV

4.
Formula: C5H13N
Source: the OMol25 dataset
Level of theory: wB97M-V/def2-TZVPD

Last column: Mulliken charge in e.
Atoms and positions in Å:
C1 -2.680 -0.329 0.101  -1.213
C2 -1.368 0.124 0.747  -0.269
C3 -0.274 0.506 -0.308  -0.681
N1 1.025 0.047 0.227  -0.142
C4 1.313 -1.304 -0.316  -1.006
C5 2.006 1.027 -0.234  -0.985
H1 -3.042 0.408 -0.638  0.288
H2 -2.524 -1.262 -0.443  0.303
H3 -3.574 -0.409 0.729  0.360
H4 -0.937 -0.813 1.112  0.175
H5 -1.477 0.806 1.578  0.361
H6 -0.341 1.556 -0.579  0.459
H7 -0.477 0.013 -1.280  0.323
H8 0.583 -2.037 0.026  0.256
H9 2.254 -1.670 0.100  0.350
H10 1.410 -1.117 -1.394  0.411
H11 3.084 0.852 -0.087  0.311
H12 1.868 1.370 -1.270  0.354
H13 1.981 1.855 0.495  0.344

Properties
SMILES string = CCCN(C)C
lowest unoccupied orbital energy = 1.2 eV
total charge = 0
HOMO-LUMO gap = 9.863 eV

5.
Formula: C9H19N2Si
Source: the OMol25 dataset
Level of theory: wB97M-V/def2-TZVPD

Last column: Mulliken charge in e.
Atoms and positions in Å:
C1 2.334 -1.680 0.187  -0.309
C2 0.996 -1.904 0.011  0.344
C3 1.193 0.130 0.604  0.364
C4 0.330 -3.241 -0.277  -1.080
C5 0.989 1.521 1.012  -1.115
C6 3.679 0.338 0.765  -0.928
C7 -2.693 2.439 0.147  -0.956
C8 -2.783 -0.567 0.369  -0.668
C9 -1.734 0.835 -2.411  -1.000
N1 2.459 -0.361 0.465  0.144
N2 0.290 -0.782 0.400  -0.078
Si1 -2.404 0.809 -0.641  -0.059
H1 3.162 -2.140 -0.123  0.524
H2 0.983 -3.644 -1.090  0.377
H3 0.482 -3.875 0.550  0.351
H4 -0.724 -3.045 -0.410  0.245
H5 -0.008 1.558 1.413  0.197
H6 1.655 1.790 1.827  0.490
H7 1.163 2.025 0.085  0.347
H8 3.970 1.069 -0.039  0.316
H9 3.591 0.877 1.732  0.339
H10 4.524 -0.266 0.884  0.409
H11 -1.789 3.005 -0.093  0.260
H12 -3.481 3.114 -0.182  0.377
H13 -2.975 2.346 1.172  0.346
H14 -3.793 -0.942 0.227  0.413
H15 -2.032 -1.314 0.320  0.029
H16 -2.794 -0.261 1.388  0.346
H17 -0.694 1.131 -2.351  0.343
H18 -1.468 -0.206 -2.688  0.327
H19 -2.428 1.239 -3.254  0.303

Properties
multiplicity = 3
lowest unoccupied orbital energy (spin up / spin down) = -3.2 / -7.5 eV
total charge = +1
HOMO-LUMO gap (spin up / spin down) = 4.562 / 5.744 eV
⟨S²⟩ = 2.01

6.
Formula: C8H16NO3S
Source: the OMol25 dataset
Level of theory: wB97M-V/def2-TZVPD

Last column: Mulliken charge in e.
Atoms and positions in Å:
C1 4.632 1.222 0.768  -0.805
C2 3.617 0.898 -0.507  -0.162
O1 3.428 -0.547 -0.755  -0.374
C3 2.270 -1.072 0.002  -0.541
C4 1.090 -1.544 -1.062  -0.292
C5 -0.374 -1.048 -0.515  0.329
N1 -1.270 -2.077 -0.338  -0.151
C6 -2.586 -1.501 0.224  -0.935
C7 -2.891 0.073 -0.154  0.080
C8 -3.868 0.950 0.841  -0.420
O2 -4.728 1.854 0.020  -0.187
O3 -4.051 2.965 -0.095  -0.357
S1 -1.067 0.639 -0.087  -0.007
H1 3.972 1.726 1.623  0.232
H2 5.401 2.072 0.443  0.286
H3 5.194 0.276 1.166  0.251
H4 4.170 1.325 -1.462  0.290
H5 2.619 1.495 -0.346  0.164
H6 1.828 -0.307 0.778  0.320
H7 2.648 -2.001 0.619  0.307
H8 1.078 -2.737 -1.004  0.195
H9 1.345 -1.227 -2.160  0.320
H10 -1.174 -3.106 -0.498  0.328
H11 -3.460 -2.279 0.238  0.390
H12 -2.293 -1.403 1.376  0.389
H13 -3.382 0.005 -1.228  0.361
H14 -4.624 0.293 1.472  0.292
H15 -3.187 1.583 1.563  0.369
H16 -4.335 3.473 -0.923  0.330

Properties
lowest unoccupied orbital energy = -4.6 eV
total charge = +1
HOMO-LUMO gap = 7.958 eV

7.
Formula: C6H15N
Source: the OMol25 dataset
Level of theory: wB97M-V/def2-TZVPD

Last column: Mulliken charge in e.
Atoms and positions in Å:
C1 2.439 1.656 1.491  -1.162
C2 1.024 1.151 1.162  -0.297
C3 0.870 -0.249 0.678  -0.493
C4 -0.533 -0.838 0.354  -0.806
N1 -0.779 -0.713 -1.086  -0.005
C5 -1.371 -1.961 -1.640  -1.095
C6 -1.623 0.457 -1.410  -0.906
H1 3.086 2.154 0.776  0.334
H2 2.283 2.416 2.276  0.325
H3 2.977 0.834 2.033  0.270
H4 0.441 1.887 0.576  0.208
H5 0.369 1.207 2.055  0.278
H6 1.370 -0.964 1.366  0.336
H7 1.482 -0.354 -0.277  0.243
H8 -0.589 -1.814 0.857  0.415
H9 -1.303 -0.283 0.942  0.408
H10 -0.621 -2.746 -1.737  0.300
H11 -1.682 -1.708 -2.661  0.341
H12 -2.250 -2.229 -1.051  0.395
H13 -1.695 0.369 -2.498  0.348
H14 -1.172 1.359 -0.999  0.230
H15 -2.723 0.368 -1.206  0.334

Properties
SMILES string = CCCCN(C)C
lowest unoccupied orbital energy = 1.2 eV
total charge = 0
HOMO-LUMO gap = 9.628 eV

8.
Formula: C4H4O3
Source: the OMol25 dataset
Level of theory: wB97M-V/def2-TZVPD

Last column: Mulliken charge in e.
Atoms and positions in Å:
C1 0.611 -1.379 -0.910  -1.074
C2 0.594 0.018 -0.365  0.773
O1 1.217 0.945 -0.824  -0.496
C3 -0.214 0.322 0.901  0.412
O2 -0.194 -0.360 1.897  -0.490
C4 -1.057 1.595 0.832  0.015
O3 -1.651 1.867 -0.180  -0.419
H1 1.113 -2.055 -0.210  0.297
H2 1.139 -1.373 -1.864  0.323
H3 -0.409 -1.752 -1.046  0.314
H4 -1.148 2.173 1.769  0.344

Properties
SMILES string = CC(=O)C(=O)C=O
lowest unoccupied orbital energy = -0.8 eV
total charge = 0
HOMO-LUMO gap = 9.023 eV

Look up the total charge of the third one. +1

What is the total charge in the second record? +1